Entry from OMol25: a cluster of 10 separate species, C19H38Cl14O3 in total in a non-equilibrium geometry (the ωB97M-V functional and the def2-TZVPD basis).

Computed properties:
- Orbital gap: 10.034 eV
- Strongest force on any atom: 0.061 hartree/bohr
- SMILES: C1CCOC1.C1CCOC1.C1CCOC1.ClCCl.ClCCl.ClCCl.ClCCl.ClCCl.ClCCl.ClCCl
- LUMO level: 0.5 eV
- Charge: 0
- Total energy: -7415.0359 hartree

Each line ends with the Mulliken charge.
Cartesian coordinates (Å):
1 C 4.12 2.17 1.03  0.05
2 Cl -3.61 -3.28 -1.76  -0.12
3 H -1.13 3.61 4.46  0.32
4 H 3.89 4.05 -1.98  0.24
5 Cl -5.30 -1.30 -0.53  -0.06
6 O 1.43 -5.99 0.39  -0.42
7 C 0.93 3.36 -3.08  -0.20
8 C -3.69 2.58 0.20  0.57
9 Cl 4.97 -3.74 -0.16  -0.18
10 H 4.97 2.73 0.78  0.30
11 C 2.36 3.79 -3.52  -0.61
12 C 0.08 -5.84 0.54  -0.50
13 Cl -1.06 -0.23 -0.32  -0.10
14 H 0.48 2.45 -3.54  -0.08
15 Cl -1.00 5.23 2.67  -0.19
16 H -2.37 3.28 3.22  0.06
17 O 2.40 2.79 -1.36  -0.10
18 H -3.84 4.69 -0.40  0.40
19 H -5.11 1.38 1.64  0.18
20 H 3.17 2.62 0.72  0.00
21 Cl -0.24 2.42 2.58  -0.09
22 C 2.07 -5.95 1.69  -0.14
23 H -5.69 4.17 1.35  0.33
24 H -5.47 -2.14 -2.66  0.26
25 C -1.35 3.60 3.35  -0.11
26 Cl 1.96 -1.36 3.06  -0.12
27 Cl 4.45 -2.50 3.97  -0.21
28 H 2.57 3.48 -4.56  0.34
29 H -1.94 1.24 -2.75  -0.05
30 H 1.05 0.20 -1.39  -0.15
31 H 4.19 -0.40 3.22  0.08
32 H 2.90 -5.28 1.60  0.07
33 O -4.33 3.06 2.45  -0.54
34 H 4.00 -1.63 1.93  -0.07
35 H 0.52 2.32 -1.06  -0.22
36 H -0.41 -6.76 0.88  0.32
37 H 0.12 4.07 -3.25  0.40
38 C 1.07 3.19 -1.53  -0.05
39 H 1.38 -4.69 3.37  0.27
40 Cl -1.42 0.63 -4.89  -0.17
41 H -1.09 -4.85 2.06  0.49
42 H 1.12 -0.91 -0.01  0.06
43 H 0.79 4.09 -0.98  0.26
44 H 3.88 2.37 -2.73  0.27
45 C 0.63 -0.62 -0.88  0.33
46 H -0.53 -5.42 -0.28  0.37
47 H -2.75 2.04 -0.11  -0.55
48 H 2.50 -6.92 1.97  0.27
49 C -5.25 -2.53 -1.69  -0.42
50 H -3.37 1.27 2.01  0.28
51 H 0.69 -6.29 3.28  0.29
52 C 3.69 -1.30 2.90  0.27
53 Cl -4.08 0.47 -3.54  -0.21
54 H 2.43 4.90 -3.49  0.25
55 C -3.62 4.07 0.49  -0.12
56 H 0.16 -3.87 1.32  -0.05
57 H 2.79 -4.04 -1.37  -0.01
58 C 3.85 -4.20 -1.53  -0.02
59 C -0.10 -4.86 1.71  -0.39
60 C 1.04 -5.46 2.67  -0.55
61 Cl 4.21 -3.24 -3.01  -0.17
62 H -2.65 4.25 0.94  -0.19
63 C -4.13 1.93 1.59  -0.44
64 C -4.62 4.18 1.63  -0.53
65 H -4.39 5.09 2.19  0.36
66 H -5.98 -3.24 -1.39  0.35
67 C -2.24 0.39 -3.40  0.48
68 H 4.00 -5.22 -1.64  0.36
69 H -4.47 2.47 -0.59  0.27
70 H -1.98 -0.56 -2.97  -0.05
71 Cl 4.21 2.03 2.77  -0.19
72 Cl 4.38 0.69 0.18  -0.14
73 Cl 0.56 -1.95 -2.04  -0.19
74 C 3.23 3.23 -2.42  -0.43